No. 1
Molecular formula: C3H3NO
Method: DFT, ωB97M-V/def2-TZVPD

Structure (XYZ):
```
8
Properties=species:S:1:pos:R:3:forces:R:3
C 0.138 -0.551 0.260 -1.103 -0.511 0.694
C 1.482 -0.102 -0.031 2.701 -0.121 0.518
N 2.178 0.456 -0.995 -0.095 -0.445 0.848
C 2.895 -0.113 0.115 0.291 0.488 -0.205
O 4.011 -0.293 0.551 -1.771 0.167 -0.587
H -0.358 -0.377 -0.725 -0.282 -1.031 0.786
H -0.418 0.109 0.997 0.925 -0.757 -0.655
H 0.238 -1.637 0.730 -0.665 2.212 -1.400
```
Forces are in eV/Å.

For the electronic energy, the calculation gives -246.0272 Ha. As for the structure (SMILES): Cc1nc1=O. The value obtained for the maximum force is 2.8 eV/Å. The spin multiplicity is 1. The gap between HOMO and LUMO comes out at 9.92 eV.

Here are the Mulliken charges for atoms 1 to 6, given in e:
1. C -0.851
2. C 0.358
3. N -0.468
4. C 0.626
5. O -0.519
6. H 0.323

No. 2
Molecular formula: C3H3NO
Method: DFT, ωB97M-V/def2-TZVPD

Structure (XYZ):
```
8
Properties=species:S:1:pos:R:3:forces:R:3
N 0.431 0.224 1.916 -0.493 -0.216 1.447
C -0.692 0.017 1.645 1.756 0.337 -0.615
C -0.556 0.246 0.092 -0.595 0.069 -0.501
C 0.537 -0.240 -0.766 0.136 0.100 0.035
O -0.738 -0.885 -0.666 -0.337 -0.203 -0.413
H -1.075 1.168 -0.144 -0.148 -0.138 -0.255
H 0.707 0.253 -1.725 -0.022 -0.051 0.253
H 1.386 -0.783 -0.353 -0.296 0.102 0.048
```
Forces are in eV/Å.

For the electronic energy, the calculation gives -245.9684 Ha. As for the structure (SMILES): N#C[C@H]1CO1. The value obtained for the maximum force is 1.9 eV/Å. The spin multiplicity is 1. The gap between HOMO and LUMO comes out at 10.78 eV.

Here are the Mulliken charges for atoms 1 to 6, given in e:
1. N -0.246
2. C -0.145
3. C 0.274
4. C -0.356
5. O -0.363
6. H 0.359

No. 3
Molecular formula: C3H3NO
Method: DFT, ωB97M-V/def2-TZVPD

Structure (XYZ):
```
8
Properties=species:S:1:pos:R:3:forces:R:3
C -0.855 -0.311 0.073 -0.070 0.072 0.131
C 0.315 0.623 0.127 -0.323 0.734 0.450
O 0.334 1.810 0.099 -0.092 -0.855 0.063
C 1.967 -0.322 -0.821 0.795 -0.462 0.600
N 1.615 -0.153 0.309 -0.410 0.365 -1.375
H -1.782 0.260 0.134 0.114 -0.083 0.017
H -0.843 -0.915 -0.844 0.167 0.241 0.225
H -0.751 -0.992 0.921 -0.182 -0.012 -0.112
```
Forces are in eV/Å.

For the electronic energy, the calculation gives -246.0412 Ha. The value obtained for the maximum force is 1.5 eV/Å. The spin multiplicity is 1. The gap between HOMO and LUMO comes out at 11.57 eV.

Here are the Mulliken charges for atoms 1 to 6, given in e:
1. C -0.903
2. C 0.656
3. O -0.428
4. C -0.085
5. N -0.155
6. H 0.279

No. 4
Molecular formula: C3H3NO
Method: DFT, ωB97M-V/def2-TZVPD

Structure (XYZ):
```
8
Properties=species:S:1:pos:R:3:forces:R:3
C -0.452 -0.316 0.113 1.365 -1.456 -1.151
C 0.912 0.444 -0.841 0.126 1.314 1.571
N -1.654 -0.421 0.486 0.115 0.492 0.568
C 0.634 0.945 0.419 0.180 1.422 -2.573
O 0.712 1.947 1.073 -0.694 -1.373 0.736
H -2.058 -1.338 0.285 0.219 0.176 -0.179
H 0.085 -1.148 -0.475 -0.873 0.233 1.022
H 1.821 -0.113 -1.060 -0.437 -0.808 0.007
```
Forces are in eV/Å.

For the electronic energy, the calculation gives -245.9012 Ha. The value obtained for the maximum force is 2.9 eV/Å. The spin multiplicity is 1. The gap between HOMO and LUMO comes out at 8.46 eV.

Here are the Mulliken charges for atoms 1 to 6, given in e:
1. C 0.229
2. C -0.462
3. N -0.576
4. C 0.576
5. O -0.498
6. H 0.266

No. 5
Molecular formula: C3H3NO
Method: DFT, ωB97M-V/def2-TZVPD

Structure (XYZ):
```
8
Properties=species:S:1:pos:R:3:forces:R:3
C 0.256 0.499 -1.046 1.705 2.125 0.222
C -0.192 -0.807 -0.755 0.630 -0.459 -4.755
N -0.292 -0.978 0.483 -1.983 -5.113 1.699
O -0.046 0.100 1.150 0.349 3.387 -0.580
C 0.237 1.030 0.182 -0.195 2.325 1.787
H 0.934 1.102 -1.722 -1.818 -1.273 -0.263
H -0.477 -1.486 -1.599 0.462 -0.050 1.654
H 0.155 2.099 0.453 0.850 -0.942 0.235
```
Forces are in eV/Å.

For the electronic energy, the calculation gives -246.0083 Ha. As for the structure (SMILES): c1cnoc1. The value obtained for the maximum force is 5.7 eV/Å. The spin multiplicity is 1. The gap between HOMO and LUMO comes out at 11.11 eV.

Here are the Mulliken charges for atoms 1 to 6, given in e:
1. C -0.149
2. C -0.129
3. N -0.338
4. O -0.121
5. C -0.229
6. H 0.283

No. 6
Molecular formula: C3H3NO
Method: DFT, ωB97M-V/def2-TZVPD

Structure (XYZ):
```
8
Properties=species:S:1:pos:R:3:forces:R:3
N 2.056 0.739 -0.325 -0.619 -0.764 -0.754
C 1.191 -0.030 -0.388 1.806 0.397 0.747
C 0.011 -0.712 0.127 0.078 -0.082 0.049
C -0.835 0.554 0.114 -1.277 0.051 -0.981
O -1.607 0.625 -0.811 -0.178 0.523 0.695
H -0.511 -1.420 -0.517 0.424 0.123 -0.112
H 0.311 -1.200 1.057 -0.274 0.315 0.162
H -0.616 1.442 0.743 0.040 -0.561 0.194
```
Forces are in eV/Å.

For the electronic energy, the calculation gives -246.0595 Ha. As for the structure (SMILES): N#CCC=O. The value obtained for the maximum force is 2.0 eV/Å. The spin multiplicity is 1. The gap between HOMO and LUMO comes out at 11.03 eV.

Here are the Mulliken charges for atoms 1 to 6, given in e:
1. N -0.421
2. C 0.237
3. C -0.253
4. C -0.004
5. O -0.441
6. H 0.246